1.
C3H9NP2 | ωB97M-V with the def2-TZVPD basis set

Energy   -857.09307 Eh
Charge   0
Relative energy (zero: lowest compared OMol25 entry of this formula, charge and spin)   134.2 kJ/mol
HOMO level   -0.3041 hartree
Gap between HOMO and LUMO   9.238 eV
SMILES   C=CNPCP

Bonds (Å) are listed after each position.
Positions of all 15 atoms, in Å:
1 C 1.620 -1.188 -0.333  C2 1.346, H7 1.003, H8 1.080
2 C 1.974 -0.063 0.315  C1 1.346, N3 1.382, H9 1.111
3 N 1.282 1.133 0.317  C2 1.382, P4 1.716, H10 1.021
4 P -0.242 1.516 -0.374  N3 1.716, C5 1.934, H11 1.438
5 C -1.228 0.290 0.751  P4 1.934, P6 1.864, H12 1.079, H13 1.213
6 P -2.863 -0.250 0.037  C5 1.864, H14 1.500, H15 1.494
7 H 0.787 -1.182 -0.891  C1 1.003
8 H 2.238 -2.074 -0.313  C1 1.080
9 H 2.926 0.051 0.875  C2 1.111
10 H 1.702 1.962 0.741  N3 1.021
11 H -0.175 0.484 -1.373  P4 1.438
12 H -1.327 0.899 1.637  C5 1.079
13 H -0.437 -0.585 1.032  C5 1.213
14 H -2.310 -1.225 -0.961  P6 1.500
15 H -2.982 0.876 -0.938  P6 1.494

Formally, the Mulliken partial charges of the atoms, in units of the elementary charge, are as follows:
1 C -0.98
2 C 0.19
3 N -0.19
4 P -0.03
5 C -0.79
6 P -0.04
7 H 0.30
8 H 0.23
9 H 0.26
10 H 0.26
11 H 0.01
12 H 0.42
13 H 0.30
14 H 0.04
15 H 0.03

---

2.
C3H9NS | ωB97M-V with the def2-TZVPD basis set

Energy   -572.62007 Eh
Charge   -1
Relative energy (zero: lowest compared OMol25 entry of this formula, charge and spin)   25.3 kJ/mol
HOMO level (spin up / spin down)   -0.1075 / -0.0924 hartree
⟨S²⟩   0.75
2S+1   2
Gap between HOMO and LUMO (spin up / spin down)   6.926 / 6.275 eV

Bonds (Å) are listed after each position.
Positions of all 14 atoms, in Å:
1 C -1.427 0.974 0.167  C2 1.533, H6 1.083, H7 1.095, H8 1.083
2 C -0.321 -0.016 -0.218  C1 1.533, C3 1.515, N5 1.468, H9 1.095
3 C 1.058 0.569 0.012  C2 1.515, H10 1.095, H11 1.092, H12 1.109
4 S 2.471 -2.018 -1.347  no bonds
5 N -0.467 -1.254 0.555  C2 1.468, H13 1.016, H14 1.014
6 H -2.227 0.442 0.667  C1 1.083
7 H -1.077 1.585 1.005  C1 1.095
8 H -1.810 1.517 -0.689  C1 1.083
9 H -0.334 -0.306 -1.274  C2 1.095
10 H 1.358 0.613 1.064  C3 1.095
11 H 1.137 1.573 -0.410  C3 1.092
12 H 1.807 -0.112 -0.441  C3 1.109
13 H 0.425 -1.514 0.965  N5 1.016
14 H -0.591 -2.055 -0.056  N5 1.014

Formally, the Mulliken partial charges of the atoms, in units of the elementary charge, are as follows:
1 C -1.36
2 C 0.73
3 C -1.34
4 S -0.83
5 N -0.80
6 H 0.42
7 H 0.31
8 H 0.29
9 H 0.22
10 H 0.38
11 H 0.37
12 H 0.07
13 H 0.24
14 H 0.32

---

3.
C3H9NS | ωB97M-V with the def2-TZVPD basis set

Energy   -572.53980 Eh
Charge   0
Relative energy (zero: lowest compared OMol25 entry of this formula, charge and spin)   263.3 kJ/mol
HOMO level   -0.2611 hartree
Gap between HOMO and LUMO   7.642 eV

Bonds (Å) are listed after each position.
Positions of all 14 atoms, in Å:
1 C 1.182 -2.401 0.491  S2 1.904, H3 1.121, H4 1.083, H5 1.090
2 S 0.059 -1.364 -0.644  C1 1.904
3 H 1.374 -3.269 -0.192  C1 1.121
4 H 0.662 -2.657 1.406  C1 1.083
5 H 2.155 -1.973 0.733  C1 1.090
6 C 0.102 2.072 -0.724  N8 1.466, H9 1.108, H10 1.112, H11 1.093
7 C -1.486 0.396 0.153  N8 1.295, H12 1.090, H13 1.166
8 N -0.609 1.333 0.324  C6 1.466, C7 1.295, H14 1.024
9 H 0.285 3.153 -0.565  C6 1.108
10 H 1.019 1.530 -1.042  C6 1.112
11 H -0.717 1.960 -1.439  C6 1.093
12 H -1.938 0.192 -0.818  C7 1.090
13 H -1.856 -0.265 1.040  C7 1.166
14 H -0.234 1.294 1.276  N8 1.024

Formally, the Mulliken partial charges of the atoms, in units of the elementary charge, are as follows:
1 C -0.72
2 S -0.33
3 H 0.20
4 H 0.23
5 H 0.25
6 C -0.59
7 C -0.60
8 N -0.13
9 H 0.28
10 H 0.27
11 H 0.23
12 H 0.37
13 H 0.28
14 H 0.25

---

4.
C3H9NS | ωB97M-V with the def2-TZVPD basis set

Energy   -572.59772 Eh
Charge   0
Relative energy (zero: lowest compared OMol25 entry of this formula, charge and spin)   111.2 kJ/mol
HOMO level   -0.3383 hartree
Gap between HOMO and LUMO   9.980 eV
SMILES   C[C@H](S)CN

Bonds (Å) are listed after each position.
Positions of all 14 atoms, in Å:
1 C -0.895 -1.406 -0.229  C2 1.520, H6 1.150, H7 1.068, H8 1.066
2 C -0.400 -0.171 0.505  C1 1.520, S3 1.778, C4 1.525, H9 1.144
3 S -1.575 1.124 0.827  C2 1.778, H10 1.305
4 C 1.012 0.245 0.103  C2 1.525, N5 1.471, H11 1.081, H12 1.132
5 N 1.129 0.676 -1.298  C4 1.471, H13 1.060, H14 1.071
6 H -0.766 -1.103 -1.332  C1 1.150
7 H -0.266 -2.227 0.034  C1 1.068
8 H -1.956 -1.404 -0.119  C1 1.066
9 H -0.079 -0.505 1.552  C2 1.144
10 H -1.113 1.660 1.923  S3 1.305
11 H 1.123 1.092 0.765  C4 1.081
12 H 1.735 -0.625 0.145  C4 1.132
13 H 1.840 1.460 -1.361  N5 1.060
14 H 0.211 1.184 -1.515  N5 1.071

Formally, the Mulliken partial charges of the atoms, in units of the elementary charge, are as follows:
1 C -1.16
2 C -0.04
3 S -0.17
4 C -0.42
5 N -0.66
6 H 0.28
7 H 0.35
8 H 0.38
9 H 0.19
10 H 0.12
11 H 0.32
12 H 0.31
13 H 0.26
14 H 0.25

---

5.
C3H9NS | ωB97M-V with the def2-TZVPD basis set

Energy   -572.55160 Eh
Charge   0
Relative energy (zero: lowest compared OMol25 entry of this formula, charge and spin)   232.3 kJ/mol
HOMO level   -0.3106 hartree
Gap between HOMO and LUMO   9.299 eV
SMILES   C=N.CSC

Bonds (Å) are listed after each position.
Positions of all 14 atoms, in Å:
1 C -4.368 1.126 -2.826  N2 1.355, H3 1.094, H4 1.066
2 N -4.909 -0.062 -3.188  C1 1.355, H5 0.976
3 H -3.760 1.110 -1.916  C1 1.094
4 H -4.543 2.066 -3.296  C1 1.066
5 H -5.319 0.102 -4.059  N2 0.976
6 C 0.993 -0.783 2.361  S7 1.955, H9 1.120, H10 1.188, H11 1.143
7 S 1.967 -0.096 0.811  C6 1.955, C8 1.824
8 C 3.671 -0.053 1.462  S7 1.824, H12 1.091, H13 1.069, H14 1.203
9 H 1.130 -1.893 2.299  C6 1.120
10 H 1.741 -0.474 3.230  C6 1.188
11 H -0.041 -0.300 2.293  C6 1.143
12 H 3.595 0.519 2.388  C8 1.091
13 H 4.257 0.251 0.621  C8 1.069
14 H 4.053 -1.145 1.791  C8 1.203

Formally, the Mulliken partial charges of the atoms, in units of the elementary charge, are as follows:
1 C -0.24
2 N -0.47
3 H 0.24
4 H 0.23
5 H 0.24
6 C -0.69
7 S -0.08
8 C -0.76
9 H 0.26
10 H 0.19
11 H 0.28
12 H 0.27
13 H 0.29
14 H 0.24

---

6.
C3H9NS | ωB97M-V with the def2-TZVPD basis set

Energy   -572.54626 Eh
Charge   0
Relative energy (zero: lowest compared OMol25 entry of this formula, charge and spin)   246.3 kJ/mol
HOMO level   -0.3153 hartree
Gap between HOMO and LUMO   9.628 eV
SMILES   CSCCN

Bonds (Å) are listed after each position.
Positions of all 14 atoms, in Å:
1 C 2.569 -0.129 0.248  S2 1.859, H6 1.153, H7 1.064, H8 1.164
2 S 1.001 -0.888 -0.401  C1 1.859, C3 1.750
3 C -0.109 0.445 -0.168  S2 1.750, C4 1.536, H9 1.181, H10 0.977
4 C -1.596 0.179 -0.445  C3 1.536, N5 1.408, H11 1.097, H12 1.136
5 N -2.267 -0.814 0.294  C4 1.408, H13 1.036, H14 1.079
6 H 2.822 0.674 -0.540  C1 1.153
7 H 2.517 0.394 1.172  C1 1.064
8 H 3.658 -0.519 0.115  C1 1.164
9 H -0.448 0.619 0.950  C3 1.181
10 H 0.035 1.242 -0.715  C3 0.977
11 H -1.878 1.200 -0.159  C4 1.097
12 H -2.059 0.006 -1.468  C4 1.136
13 H -2.220 -0.668 1.319  N5 1.036
14 H -2.025 -1.740 -0.202  N5 1.079

Formally, the Mulliken partial charges of the atoms, in units of the elementary charge, are as follows:
1 C -0.91
2 S -0.08
3 C -0.36
4 C -0.92
5 N -0.48
6 H 0.25
7 H 0.34
8 H 0.32
9 H 0.21
10 H 0.38
11 H 0.37
12 H 0.39
13 H 0.24
14 H 0.26

---

Number 1: M 121.06 u. Number 2: M 91.18 u. Number 3: M 91.18 u. Number 4: M 91.18 u. Number 5: M 91.18 u. Number 6: M 91.18 u.